Record 1
{
  "formula": "C13H21N5OS",
  "method": "ωB97M-V with the def2-TZVPD basis set",
  "de_lowest_kcal_mol": 51.90,
  "charge": 0,
  "gap_ev": 9.6517,
  "smiles": "O=C(CSc1nnnn1C1CCCC1)N1CCCCC1",
  "e_homo_ev": -9.21,
  "e_tot_ha": -1255.16887,
  "elements": ["O", "C", "N", "C", "H", "C", "C", "C", "C", "H", "H", "H", "H", "H", "H", "H", "H", "H", "C", "H", "H", "S", "C", "N", "N", "N", "N", "C", "H", "C", "C", "H", "C", "H", "H", "C", "H", "H", "H", "H", "H"],
  "xyz": [[0.29606, 0.43345, -1.76358], [1.04375, 0.98281, -0.96781], [2.29953, 0.58048, -0.74432], [3.22745, 1.10526, 0.23276], [2.81926, 1.98391, 0.72765], [3.55874, 0.03283, 1.27276], [4.13097, -1.20133, 0.58388], [3.12885, -1.70366, -0.45043], [2.80374, -0.58934, -1.44198], [2.03936, -0.90787, -2.15193], [3.70628, -0.29750, -1.99181], [3.52849, -2.56042, -0.99380], [2.21384, -2.01165, 0.05696], [4.32922, -1.98005, 1.32065], [5.07547, -0.94840, 0.09387], [4.26911, 0.44140, 1.99259], [2.64491, -0.24532, 1.79993], [4.14304, 1.39944, -0.29677], [0.51924, 2.18756, -0.19642], [-0.41792, 2.50145, -0.65790], [1.21400, 3.02427, -0.17271], [0.18177, 1.74127, 1.55246], [-0.33948, 0.09625, 1.27516], [0.37691, -0.99248, 1.43933], [-0.41148, -1.99928, 1.10564], [-1.56109, -1.58953, 0.75380], [-1.57317, -0.26788, 0.84960], [-2.70175, 0.55460, 0.50231], [-2.48879, 1.54862, 0.90809], [-4.00170, -0.04709, 1.07423], [-4.89873, -0.33263, -0.13488], [-5.54122, 0.52589, -0.33839], [-3.91066, -0.52246, -1.28158], [-3.42900, -1.49726, -1.20097], [-4.37579, -0.43685, -2.26145], [-2.88789, 0.57841, -1.02497], [-3.29525, 1.54672, -1.31984], [-1.94668, 0.41828, -1.55091], [-5.53010, -1.20398, 0.02512], [-3.76666, -0.97797, 1.59033], [-4.47263, 0.63005, 1.78532]],
  "lowdin_charge": [0.036, -0.531, -0.049, -0.159, 0.089, -0.180, -0.199, -0.171, -0.130, 0.121, 0.130, 0.112, 0.092, 0.110, 0.110, 0.113, 0.081, 0.131, -0.328, 0.081, 0.079, 0.980, -0.628, 0.035, -0.017, 0.073, -0.069, -0.261, 0.125, -0.127, -0.187, 0.109, -0.191, 0.106, 0.109, -0.133, 0.121, 0.092, 0.108, 0.105, 0.110]
}


Record 2
{
  "formula": "C13H21N6O4",
  "method": "ωB97M-V with the def2-TZVPD basis set",
  "de_lowest_kcal_mol": 39.31,
  "charge": 1,
  "gap_ev": 9.2765,
  "smiles": "CNC(=O)[C@@H](Cc1c[nH]c[nH+]1)NC(=O)[C@@H](CC(N)=O)NC(C)=O",
  "e_homo_ev": -11.94,
  "e_tot_ha": -1137.30708,
  "elements": ["O", "O", "O", "O", "C", "C", "C", "C", "C", "C", "C", "N", "N", "N", "N", "N", "N", "C", "C", "C", "C", "C", "C", "H", "H", "H", "H", "H", "H", "H", "H", "H", "H", "H", "H", "H", "H", "H", "H", "H", "H", "H", "H", "H"],
  "xyz": [[-2.73972, -0.83887, 0.82253], [1.81691, -1.53824, -2.14083], [2.01536, 3.38117, -1.71463], [0.55311, -0.14426, 1.66640], [-2.28177, -1.97639, 1.21426], [2.22645, -2.22536, -1.19554], [1.65674, 2.21544, -1.58639], [0.22320, -0.50521, 0.48231], [-2.79194, 2.57955, 0.71368], [-1.39781, 2.45789, 0.83157], [-2.40434, 1.83368, 2.79378], [3.47063, -2.57396, -1.01086], [-3.39545, 2.19511, 1.89062], [2.08117, 1.24286, -2.49171], [0.42765, 0.34229, -0.51235], [-1.09891, -2.53588, 0.85133], [-1.22580, 1.98912, 2.12291], [-2.95772, -2.85355, 2.30572], [3.02269, 1.51969, -3.54609], [-0.32408, 2.72370, -0.20615], [1.20625, -2.67230, -0.05976], [0.79778, 1.72157, -0.30863], [-0.13611, -1.87763, -0.04145], [-3.38680, 2.97487, -0.12105], [-2.48048, 1.17882, 3.64987], [3.76197, -3.10141, -0.20314], [4.16870, -2.18484, -1.56775], [-4.35151, 2.36027, 2.09454], [1.79561, 0.26723, -2.26255], [0.23471, -0.05061, -1.39815], [-0.82526, -3.43033, 1.23065], [-0.34402, 1.61707, 2.47685], [-2.77524, -3.87516, 2.21582], [-2.78016, -2.50479, 3.29979], [-4.04001, -2.58283, 2.18662], [2.52057, 2.12548, -4.22152], [3.94097, 1.82456, -3.14811], [3.21668, 0.65538, -4.06827], [-0.94385, 2.87616, -1.10599], [0.00541, 3.76123, -0.11845], [0.97207, -3.68955, -0.23800], [1.62155, -2.53363, 0.97354], [1.39963, 1.76734, 0.53271], [-0.45483, -1.91565, -1.08815]],
  "lowdin_charge": [-0.010, 0.009, 0.062, 0.000, -0.429, -0.465, -0.376, -0.397, 0.006, -0.157, 0.002, 0.218, 0.117, 0.017, 0.124, 0.105, 0.146, 0.015, -0.041, -0.060, -0.018, -0.158, -0.200, 0.149, 0.154, 0.132, 0.111, 0.159, 0.079, 0.123, 0.143, 0.156, 0.054, 0.073, 0.104, 0.079, 0.084, 0.064, 0.143, 0.138, 0.110, 0.143, 0.132, 0.161]
}


Record 3
{
  "formula": "C13H21NO3S",
  "method": "ωB97M-V with the def2-TZVPD basis set",
  "de_lowest_kcal_mol": 19.29,
  "charge": 0,
  "gap_ev": 10.0182,
  "smiles": "CCCCCNS(=O)(=O)c1cc(C)ccc1OC",
  "e_homo_ev": -9.32,
  "e_tot_ha": -1186.60112,
  "elements": ["C", "C", "C", "C", "C", "N", "S", "O", "O", "C", "C", "C", "C", "C", "C", "O", "C", "H", "H", "H", "H", "H", "C", "H", "H", "H", "H", "H", "H", "H", "H", "H", "H", "H", "H", "H", "H", "H", "H"],
  "xyz": [[-3.96998, -0.63349, -0.44834], [-2.72800, 0.14178, -0.02412], [-2.76817, 1.58824, -0.51581], [-1.55637, 2.40223, -0.06023], [-0.29657, 2.07229, -0.86160], [0.88991, 2.52676, -0.15747], [1.35609, 1.60782, 1.15127], [0.37654, 1.71631, 2.19111], [2.70358, 1.98556, 1.46449], [1.35209, -0.09832, 0.58267], [0.56992, -1.03750, 1.21938], [0.59136, -2.36552, 0.80858], [1.42610, -2.71348, -0.24875], [2.20851, -1.77109, -0.89227], [2.16894, -0.44188, -0.48488], [2.85390, 0.54487, -1.15628], [4.24441, 0.60628, -0.87067], [4.39945, 0.97729, 0.14632], [4.71700, -0.37282, -0.98929], [4.66599, 1.30709, -1.58856], [2.83765, -2.05421, -1.72290], [1.45926, -3.74093, -0.58133], [-0.24921, -3.39216, 1.50115], [-0.49859, -4.20914, 0.82857], [-1.16605, -2.94616, 1.87736], [0.29588, -3.80633, 2.34932], [-0.05019, -0.70692, 2.03805], [1.69618, 2.61527, -0.75892], [-0.24001, 0.98986, -1.04474], [-0.32545, 2.57346, -1.83218], [-1.76388, 3.46817, -0.16303], [-1.35481, 2.20494, 0.99181], [-2.83281, 1.60335, -1.60690], [-3.67260, 2.05953, -0.12577], [-1.84134, -0.36269, -0.41436], [-2.65262, 0.14321, 1.06498], [-4.86666, -0.16796, -0.04544], [-3.92446, -1.65880, -0.08844], [-4.05495, -0.65490, -1.53278]],
  "lowdin_charge": [-0.112, -0.274, -0.217, -0.192, -0.235, -0.118, 0.669, -0.287, -0.280, -0.196, -0.018, -0.264, -0.023, 0.013, -0.285, -0.129, -0.058, 0.083, 0.092, 0.096, 0.123, 0.116, -0.042, 0.078, 0.078, 0.087, 0.121, 0.099, 0.104, 0.130, 0.115, 0.086, 0.115, 0.113, 0.094, 0.112, 0.071, 0.064, 0.072]
}


Record 4
{
  "formula": "C13H22Br12INOP",
  "method": "ωB97M-V with the def2-TZVPD basis set",
  "charge": 1,
  "gap_ev": 7.6203,
  "e_homo_ev": -11.37,
  "e_tot_ha": -32165.43497,
  "elements": ["C", "C", "O", "C", "C", "C", "C", "P", "C", "C", "C", "I", "N", "H", "H", "H", "H", "H", "H", "H", "H", "H", "H", "H", "H", "H", "H", "H", "H", "H", "H", "C", "Br", "Br", "Br", "H", "C", "Br", "Br", "Br", "H", "C", "Br", "Br", "Br", "H", "C", "Br", "Br", "Br", "H"],
  "xyz": [[-7.13374, 0.97116, -0.85376], [-5.64664, 1.23002, -1.06893], [-4.99716, 0.18201, -1.78701], [-4.34373, -0.76631, -0.98456], [-2.87527, -0.47545, -0.73339], [-2.44502, 0.92037, -0.31485], [-1.06548, 1.17840, -1.01756], [0.20401, 0.77655, 0.30310], [1.91960, 0.90568, -0.33027], [0.00447, 1.94446, 1.68918], [-1.09986, 0.13205, -2.04925], [0.28490, 0.15083, -3.60630], [-2.01428, -0.72363, -1.89790], [-7.73200, 1.48276, -1.59066], [-7.41194, 1.39938, 0.10281], [-7.38078, -0.08196, -0.81140], [-5.17846, 1.43194, -0.11120], [-5.54080, 2.12551, -1.66851], [-4.39222, -1.71325, -1.51714], [-4.87245, -0.90060, -0.04270], [-2.56689, -1.17670, 0.04014], [-3.07651, 1.74187, -0.61753], [-2.41147, 0.89602, 0.76657], [-1.06775, 2.14730, -1.50667], [2.47971, 0.12484, 0.16585], [2.40575, 1.84353, -0.09036], [2.00171, 0.74068, -1.39476], [-1.03737, 1.98397, 1.98248], [0.56145, 1.55731, 2.53063], [0.35042, 2.95791, 1.50476], [-2.10365, -1.50811, -2.53901], [2.25505, -3.23319, -3.13922], [2.97821, -3.94809, -4.76947], [0.85115, -4.34111, -2.41732], [3.62518, -2.87438, -1.83549], [1.80480, -2.28545, -3.38837], [2.83470, 0.09778, 5.26701], [1.25398, -0.43739, 6.22406], [2.83068, -0.57967, 3.46133], [3.07595, 2.00680, 5.30067], [3.68325, -0.34310, 5.77026], [5.91498, -0.63492, 8.53631], [4.30650, -1.15960, 9.45272], [5.96519, -1.35100, 6.74595], [6.14202, 1.27541, 8.53330], [6.74958, -1.06079, 9.07333], [4.38390, -0.44802, -7.17765], [2.57071, -0.66391, -6.54570], [5.47735, 0.45306, -5.87679], [5.14063, -2.13137, -7.71208], [4.33765, 0.18039, -8.05466]],
  "lowdin_charge": [-0.052, -0.261, -0.130, -0.164, -0.228, -0.132, -0.448, 0.937, -0.285, -0.259, -0.717, 1.127, 0.126, 0.074, 0.076, 0.081, 0.104, 0.120, 0.135, 0.143, 0.161, 0.115, 0.100, 0.123, 0.010, 0.046, -0.041, 0.031, 0.013, 0.052, 0.175, -1.668, 0.575, 0.562, 0.583, -0.149, -1.648, 0.572, 0.556, 0.567, -0.127, -1.625, 0.581, 0.609, 0.580, -0.029, -1.621, 0.495, 0.589, 0.593, -0.026]
}